Entry from the Open Molecules 2025 dataset: a gas-phase ion, C4H10NO2 (charge -1) in a non-equilibrium geometry (wB97M-V/def2-TZVPD).

Energy = -9894.2073 eV
Gap between HOMO and LUMO = 6.26 eV
Total charge = -1
HOMO energy = -2.6 eV
Lowest unoccupied orbital energy = 0.1364 hartree

Positions of all 17 atoms, in Å:
H: -0.91180 -0.19372 0.14580
H: 1.12960 -2.31062 -1.94919
C: -0.52298 1.06246 1.76481
H: -1.91016 -0.29476 1.83864
H: -0.87788 1.43876 -0.42388
H: 1.37621 -0.32414 0.46660
N: 1.01188 -0.24705 -1.52114
H: 0.36572 0.75799 2.32625
H: 0.68572 0.31896 -2.29286
C: 0.30593 -1.63283 -1.62990
C: -0.40614 0.76492 0.29036
H: -0.68341 2.11140 1.97716
O: -0.73778 -1.65401 -2.41565
C: 1.00895 0.39408 -0.25773
O: -1.70365 0.47675 2.33819
H: 1.76976 1.17377 -0.11636
H: 0.10002 -1.84195 -0.54111


Entry from the Open Molecules 2025 dataset: a single C24H24ClFN4O molecule (wB97M-V/def2-TZVPD).

Energy = -48525.9727 eV
Gap between HOMO and LUMO = 8.49 eV
HOMO energy = -8.0 eV
Lowest unoccupied orbital energy = 0.0190 hartree

Positions of all 55 atoms, in Å:
C: 0.18283 3.67647 1.70304
C: 0.53422 2.67484 5.34010
N: 0.91223 1.10491 -4.45051
C: -0.89877 -1.96582 0.71164
C: 1.12082 -3.87374 -1.65122
H: -1.54472 -6.58372 -1.13144
C: -1.45710 1.13655 -3.03491
H: -1.30070 -1.16760 -1.25579
H: -2.38763 0.84924 -4.95034
C: 1.06444 -4.95306 -2.51282
C: -0.79121 -5.83192 -1.30717
H: -1.22690 1.71472 -0.52678
H: 1.49819 2.05730 3.54162
H: -2.02107 -0.23754 0.08553
H: -0.75761 -1.59016 1.73013
O: -0.05312 4.70305 1.09620
C: 1.42423 -1.79140 0.33621
H: 1.52992 -1.41763 1.36081
H: -1.46937 5.10961 3.15757
C: -1.46202 0.96787 -4.40879
H: 1.78982 2.20021 -0.59675
N: 0.29584 -2.69237 0.33451
H: -2.38752 1.15379 -2.48358
F: -1.59692 -4.74496 0.59154
C: 0.00232 3.57217 3.18441
Cl: 1.46195 1.58937 6.31837
C: -0.22908 1.39593 -0.85612
C: -0.39882 3.50642 5.93959
C: -1.12949 -0.78170 -0.23452
H: 2.33542 -2.32911 0.07547
C: 0.10442 -5.93571 -2.35740
C: -0.92249 4.42185 3.78405
H: 1.88765 1.39744 -2.69914
H: -1.77281 -2.61057 0.69963
C: 0.22377 -3.72667 -0.58587
H: 1.77689 -5.01613 -3.32164
H: 0.64632 1.67531 1.59016
C: -1.12426 4.38348 5.15109
C: -0.24749 1.29140 -2.36326
H: -0.54545 3.47146 7.00761
C: 0.75890 2.45055 -0.33406
H: 1.12728 -0.95151 -1.63968
C: 1.20972 -0.59491 -0.59934
C: 0.74258 2.69651 3.97151
H: -0.18640 0.81838 -6.14286
C: 0.90851 1.27043 -3.14067
H: 0.05441 -6.77345 -3.03416
H: 0.51622 3.42839 -0.75632
N: 0.64636 2.55625 1.09938
H: -1.84562 5.04163 5.61076
C: -0.71544 -4.76001 -0.44507
H: 1.87794 -3.12570 -1.82211
N: 0.01225 0.11547 -0.18059
C: -0.24413 0.95382 -5.07116
H: 2.07068 0.07055 -0.52684


Entry from the Open Molecules 2025 dataset: a single C3H8N4O molecule in a non-equilibrium geometry (wB97M-V/def2-TZVPD).

Energy = -11244.2558 eV
Gap between HOMO and LUMO = 10.16 eV
HOMO energy = -9.3 eV
Lowest unoccupied orbital energy = 0.0319 hartree

Positions of all 16 atoms, in Å:
N: -1.92073 -0.35327 -0.46003
H: 2.88389 -0.07770 -0.93274
H: -3.06733 1.18022 -0.26442
H: 2.21344 -1.36155 0.06211
H: 1.11509 2.09335 -0.65856
N: 0.45455 -0.29636 1.49999
C: 1.90714 -0.51762 -0.52784
N: -2.24105 0.79995 0.36275
N: 0.67375 1.63558 0.17406
O: -0.15489 -1.36503 0.78437
H: 1.24689 -0.70826 -1.47519
H: -1.20122 -2.07019 -0.80611
C: -1.19445 -1.25599 -0.09916
H: -1.48488 1.48245 0.23916
H: -0.23088 0.40587 1.76953
C: 1.00071 0.40856 0.33208


Entry from the Open Molecules 2025 dataset: a gas-phase ion, C5H11N3O (charge +2) in a non-equilibrium geometry (wB97M-V/def2-TZVPD).

Energy = -11861.0537 eV
Gap between HOMO and LUMO = 9.08 eV
Total charge = +2
HOMO energy = -18.7 eV
Lowest unoccupied orbital energy = -0.3542 hartree

Positions of all 20 atoms, in Å:
H: -1.05869 1.99040 -1.57275
H: -1.35537 -0.79428 2.09117
N: -0.52245 -1.16026 -0.54268
H: -1.22722 -1.74914 -1.03573
H: -1.79708 0.88297 2.49032
O: -1.33624 0.70371 0.51482
H: -0.95649 0.36545 -2.57465
C: -0.46941 0.96068 -1.75187
C: 0.64683 -1.85459 -0.39603
H: 2.58336 -1.56685 0.05387
C: -1.85270 0.15414 1.69027
H: 1.52445 2.02182 0.63791
C: 1.35487 0.12559 0.36713
C: -0.59031 0.23497 -0.41111
H: 0.46424 1.34844 -2.02887
H: -2.93666 0.05361 1.51177
H: 3.09544 1.11203 0.90332
N: 2.05967 1.19256 0.66738
N: 1.70233 -1.14718 0.02751
H: 0.67142 -2.87407 -0.64178


Entry from the Open Molecules 2025 dataset: a molecular structure, C25H18Cl2IrN10O4 (wB97M-V/def2-TZVPD).

Energy = -77186.1713 eV
Gap between HOMO and LUMO (spin up / spin down) = 7.28 / 7.94 eV
2S+1 = 2
HOMO energy (spin up / spin down) = -7.2 / -7.9 eV
Lowest unoccupied orbital energy (spin up / spin down) = 0.0013 / 0.0011 hartree

Positions of all 60 atoms, in Å:
C: -2.53764 2.72491 -0.11435
H: 0.82646 -5.05042 -0.77298
N: -2.19158 3.42110 0.73692
C: -4.10079 -3.40518 2.16889
C: 1.01701 3.69587 -3.98535
C: -5.23329 -3.53870 2.96007
C: 0.33428 -5.40016 2.55623
O: 2.02783 -0.90087 -0.72755
C: -3.07496 -2.56906 2.57263
H: -1.41099 2.07298 2.19037
H: 1.50269 2.00718 2.21662
C: -3.04668 1.94374 -1.19472
N: -3.03486 0.63153 -1.27446
C: -5.35499 -2.80383 4.13123
C: 0.48124 2.40338 -4.10971
H: -6.24152 -2.90015 4.74282
Ir: -0.51178 0.03048 0.45771
C: 0.82399 -5.66699 1.29033
C: 0.99134 3.47807 -1.64017
C: 0.65196 2.60708 0.36568
C: -0.44385 -3.83100 0.42262
O: 3.44384 -0.69209 0.89310
H: -0.21056 0.63169 -3.08060
H: 1.39460 4.56165 0.16667
H: 0.61352 0.29609 3.38259
N: 1.11256 3.70507 -0.27591
N: -0.53565 1.56136 2.20348
N: 0.26414 1.68400 -0.48555
N: -4.35601 3.23769 -3.00492
C: -0.53179 -4.33251 2.74996
H: -3.99005 -3.95492 1.24317
Cl: -1.01535 -4.01919 4.38732
O: -2.38811 -0.07614 -0.43050
H: 0.28827 2.00941 -5.09807
N: -2.13215 -0.98358 4.07586
C: -1.28976 -0.58632 3.08774
C: 0.44482 -4.87067 0.22143
N: -1.21408 -1.20291 1.95306
O: 1.37089 -0.24185 1.24446
H: 1.22275 4.26719 -4.88038
H: -6.02632 -4.20803 2.65670
C: -0.41874 0.64263 3.32749
H: 1.50943 -6.48907 1.13799
Cl: -0.89601 -2.88413 -0.94685
N: -1.89107 -2.44416 1.80481
H: -2.19792 -0.41776 4.90430
H: 0.63159 -5.99444 3.40819
H: -0.68854 1.09226 4.29073
C: -4.34484 -1.93473 4.51972
C: 0.45865 2.19287 -1.75916
C: -3.20770 -1.83215 3.74032
H: -4.43350 -1.35561 5.43114
H: 0.45788 3.44293 2.31876
C: -0.96634 -3.53503 1.69373
C: 0.19684 1.63073 -3.00367
N: 2.32619 -0.63026 0.42040
C: -3.77434 2.64602 -2.20910
C: 0.57211 2.45315 1.86514
H: 1.69840 5.25281 -2.66309
C: 1.28617 4.25690 -2.75327


Entry from the Open Molecules 2025 dataset: a molecular structure, CH2I3P in a non-equilibrium geometry (wB97M-V/def2-TZVPD).

Energy = -34657.9112 eV
Gap between HOMO and LUMO = 7.56 eV
HOMO energy = -8.0 eV
Lowest unoccupied orbital energy = -0.0174 hartree

Positions of all 7 atoms, in Å:
H: -0.39345 0.67408 -0.69001
H: 0.19934 -0.53468 1.14123
I: 3.16766 0.24367 -2.09557
C: 1.97950 -0.74440 -0.54615
I: 3.07057 -1.43841 1.12721
I: 1.37883 2.10293 1.46077
P: 0.74585 0.15815 0.21067


Let's list relative energy (zero: lowest compared OMol25 entry of this formula, charge and spin) in order: 3.238 0.010 5.368 2.464 1.032 1.078 eV.